{
  "formula": "C31H58Cl3N14O2SV",
  "method": "the ωB97M-V functional and the def2-TZVPD basis",
  "s2": 3.77,
  "spin_multiplicity": 4,
  "charge": 1,
  "homo_ev": [-9.85, -9.89],
  "total_energy_ev": -132129.80663,
  "e_lumo_ev": [-3.22, -3.52],
  "e_above_lowest_kcal_mol": 44.13,
  "species": ["V", "C", "N", "C", "C", "N", "C", "C", "N", "C", "C", "N", "C", "N", "C", "C", "N", "C", "C", "C", "C", "N", "C", "N", "C", "C", "N", "C", "C", "N", "C", "C", "H", "H", "H", "H", "H", "H", "H", "H", "H", "H", "H", "H", "H", "H", "H", "H", "H", "H", "H", "H", "H", "H", "H", "H", "H", "H", "H", "H", "H", "H", "H", "H", "H", "H", "H", "H", "H", "H", "H", "H", "H", "H", "H", "H", "H", "H", "H", "H", "C", "C", "N", "N", "C", "N", "S", "C", "C", "C", "C", "C", "N", "H", "H", "H", "H", "H", "H", "H", "H", "H", "H", "Cl", "C", "Cl", "Cl", "C", "O", "O"],
  "xyz": [[0.421986, 0.714627, 0.101394], [4.608863, 0.312274, 1.458871], [3.725009, 1.184332, 0.694608], [4.384702, 1.765591, -0.469481], [2.888540, 1.981531, 1.501243], [1.612939, 1.973882, 1.288306], [0.766406, 2.908124, 2.061992], [-0.583607, 2.264284, 2.360551], [-1.171409, 1.647110, 1.156827], [-2.398412, 0.848216, 1.502672], [-2.196241, -0.351917, 2.413305], [-1.331062, -1.335710, 1.819439], [-1.596042, -2.585829, 2.003188], [-2.431941, -3.067426, 2.992775], [-2.364767, -2.561246, 4.343411], [-3.474255, -4.042105, 2.720085], [-0.973296, -3.542358, 1.231982], [-0.881641, -4.925458, 1.646933], [-0.686324, -3.327034, -0.169012], [-1.593596, 2.746365, 0.244324], [-2.202163, 2.247648, -1.044812], [-1.253078, 1.404875, -1.773031], [-1.391569, 1.375302, -3.058686], [-2.044876, 2.341265, -3.821234], [-3.299458, 2.007168, -4.471429], [-1.783255, 3.752131, -3.645121], [-0.837291, 0.352011, -3.811323], [-0.802751, -1.006381, -3.299260], [-0.873152, 0.404489, -5.261877], [3.463761, 2.654928, 2.563609], [3.129438, 2.327129, 3.939047], [4.713060, 3.371742, 2.371183], [4.056404, -0.169763, 2.266782], [5.481417, 0.822936, 1.879371], [4.974319, -0.469964, 0.790651], [5.360233, 2.193432, -0.210885], [3.762419, 2.537214, -0.909783], [4.551546, 0.984930, -1.216509], [0.651487, 3.822716, 1.476457], [1.210202, 3.204077, 3.006538], [-1.265513, 3.016144, 2.775068], [-0.447824, 1.498402, 3.120988], [-2.798194, 0.459836, 0.570864], [-3.130537, 1.525060, 1.962399], [-3.199374, -0.747343, 2.614291], [-1.799261, -0.017959, 3.383714], [-1.479322, -1.938907, 4.465093], [-2.286507, -3.397597, 5.045451], [-3.248045, -1.975833, 4.620094], [-3.598722, -4.157869, 1.646811], [-4.419765, -3.674935, 3.126933], [-3.263366, -5.013361, 3.180907], [-1.645457, -5.552749, 1.176347], [-0.970389, -5.007252, 2.727445], [0.097919, -5.314580, 1.352771], [0.300470, -3.744127, -0.403779], [-0.718591, -2.264980, -0.377436], [-1.437610, -3.812683, -0.794425], [-0.722669, 3.350151, -0.009570], [-2.317408, 3.383378, 0.767149], [-2.522686, 3.132268, -1.592994], [-3.099488, 1.658473, -0.860081], [-4.126727, 2.544953, -3.997146], [-3.501590, 0.947441, -4.371493], [-3.281957, 2.270747, -5.533581], [-0.900050, 3.896095, -3.025151], [-2.629766, 4.282284, -3.192536], [-1.598346, 4.214600, -4.619886], [-1.024485, -1.007088, -2.242970], [0.176548, -1.463072, -3.495850], [-1.559960, -1.619841, -3.795561], [-0.745540, 1.424587, -5.615697], [-1.807948, 0.005909, -5.668835], [-0.060027, -0.214787, -5.651187], [2.298958, 1.623482, 3.966381], [2.860479, 3.216825, 4.514201], [3.985008, 1.852116, 4.429586], [4.734545, 3.836593, 1.388076], [5.602805, 2.746330, 2.492957], [4.763044, 4.170801, 3.110947], [2.895067, -2.053260, -1.980214], [2.171359, -1.226340, -0.971138], [1.666865, -0.059405, -1.246407], [1.911310, 0.429104, -2.504395], [1.776990, 1.740190, -2.858421], [2.051756, 1.959711, -4.161993], [1.424605, 2.992502, -1.821764], [2.026814, -1.617141, 0.437195], [2.591758, -2.762245, 0.986257], [2.478994, -2.985195, 2.344303], [1.823267, -2.042441, 3.122058], [1.254977, -0.952423, 2.495630], [1.331231, -0.737916, 1.179726], [3.751331, -1.512197, -2.392798], [3.267343, -2.976051, -1.549095], [2.228801, -2.331938, -2.802478], [2.183529, -0.234601, -3.212533], [2.017201, 1.214495, -4.839448], [1.900113, 2.895432, -4.498399], [3.120179, -3.469331, 0.364190], [2.900989, -3.876164, 2.790108], [1.732182, -2.158039, 4.193099], [0.703943, -0.223727, 3.071472], [-6.373668, -2.552969, -1.279562], [-5.078762, -1.425094, -1.650909], [-4.819599, -1.428165, -3.424329], [-5.580445, 0.208468, -1.141602], [-3.691158, -1.823569, -0.974244], [-3.649246, -2.963398, -0.518796], [-2.822912, -0.924930, -1.018879]],
  "forces_ev_per_a": [[-1.407, 1.253, -0.772], [-0.043, -0.012, -0.033], [0.078, 0.082, 0.067], [-0.040, -0.040, 0.019], [-0.148, -0.147, 0.184], [0.235, 0.481, 0.643], [0.028, -0.019, -0.125], [0.158, 0.093, -0.144], [-0.677, 0.173, 0.577], [0.191, -0.045, -0.038], [0.114, 0.152, 0.115], [0.053, 0.029, -0.188], [0.026, -0.031, -0.085], [-0.039, -0.031, 0.059], [0.011, -0.044, 0.003], [0.054, 0.014, 0.008], [-0.096, 0.001, 0.080], [0.019, 0.018, -0.001], [0.060, -0.046, 0.007], [-0.177, -0.120, -0.020], [0.042, -0.095, -0.133], [0.284, 0.026, 0.229], [-0.009, -0.255, 0.040], [0.025, 0.024, 0.187], [0.069, 0.072, -0.123], [-0.005, 0.034, -0.041], [-0.412, 0.068, 0.047], [0.127, 0.013, -0.050], [0.117, 0.070, 0.011], [0.036, -0.008, 0.006], [0.008, -0.001, 0.001], [0.009, -0.069, 0.020], [0.001, 0.001, -0.006], [0.017, -0.019, -0.018], [-0.006, -0.002, 0.008], [0.011, -0.006, -0.006], [-0.031, 0.020, -0.019], [0.001, 0.004, -0.014], [-0.030, -0.017, -0.062], [-0.020, 0.075, -0.032], [-0.009, 0.007, 0.034], [-0.041, -0.067, -0.007], [-0.024, -0.014, -0.020], [0.025, 0.054, -0.025], [-0.012, 0.048, 0.001], [-0.104, -0.008, 0.066], [-0.018, -0.008, -0.004], [-0.008, 0.000, 0.005], [0.012, 0.023, 0.008], [0.000, 0.010, -0.067], [-0.014, 0.010, -0.027], [-0.009, 0.004, -0.001], [-0.002, -0.007, 0.008], [-0.007, 0.000, -0.015], [-0.015, -0.005, -0.002], [0.022, 0.070, -0.004], [-0.056, 0.138, -0.065], [-0.007, -0.012, -0.007], [0.030, 0.031, 0.093], [0.016, 0.019, 0.025], [0.020, -0.044, 0.023], [-0.055, -0.032, -0.014], [0.001, -0.020, 0.016], [-0.044, -0.158, 0.018], [-0.009, 0.011, 0.004], [-0.010, -0.008, -0.018], [0.002, 0.009, -0.012], [0.002, -0.001, -0.008], [-0.078, -0.024, 0.230], [-0.045, 0.011, 0.006], [-0.017, -0.013, 0.004], [0.000, -0.015, 0.001], [0.029, -0.016, -0.012], [0.008, -0.006, -0.005], [0.003, 0.001, 0.005], [-0.021, 0.003, 0.001], [0.011, 0.000, -0.004], [0.009, -0.016, -0.010], [0.004, 0.013, 0.034], [-0.002, 0.014, -0.012], [0.079, -0.105, 0.080], [-0.038, 0.145, -0.098], [1.178, -0.578, -1.121], [-0.021, -0.007, 0.091], [0.040, 0.093, 0.123], [-0.059, -0.022, -0.028], [0.089, -0.184, -0.087], [-0.072, -0.017, 0.017], [0.094, -0.041, -0.162], [-0.036, 0.031, 0.073], [0.071, -0.076, -0.025], [-0.109, 0.064, -0.001], [0.653, -1.081, 0.494], [-0.015, 0.018, -0.001], [0.000, 0.001, -0.035], [0.009, 0.019, 0.002], [-0.028, -0.026, -0.009], [-0.020, 0.018, -0.012], [0.022, 0.007, -0.001], [-0.022, -0.005, 0.021], [0.020, 0.022, -0.004], [-0.023, -0.003, -0.014], [-0.020, 0.021, -0.042], [-0.022, 0.008, 0.027], [0.088, 0.027, -0.028], [0.041, 0.053, -0.019], [0.054, 0.026, -0.025], [0.129, 0.125, 0.133], [0.075, -0.076, 0.132], [-0.379, -0.154, -0.125]],
  "mulliken_spin": [2.5744, 0.0068, 0.0352, 0.0154, 0.0622, -0.0871, 0.0630, 0.1094, -0.1331, 0.0322, 0.0509, 0.0329, 0.0168, 0.0002, 0.0002, 0.0002, 0.0047, 0.0005, -0.0154, 0.0295, 0.0468, -0.0377, 0.0458, -0.0007, -0.0004, -0.0012, -0.0039, 0.0010, -0.0004, 0.0101, 0.0011, 0.0005, -0.0022, 0.0009, 0.0013, 0.0012, -0.0084, -0.0012, -0.0180, -0.0020, -0.0050, -0.0167, -0.0286, 0.0009, -0.0008, 0.0024, -0.0003, 0.0001, 0.0001, 0.0001, 0.0001, -0.0002, 0.0001, -0.0001, 0.0001, 0.0004, 0.0717, -0.0014, -0.0180, -0.0004, 0.0075, -0.0134, -0.0001, 0.0001, -0.0001, 0.0009, 0.0000, -0.0002, 0.0195, 0.0010, -0.0009, 0.0001, -0.0002, 0.0000, -0.0004, 0.0001, 0.0000, -0.0005, 0.0003, 0.0006, 0.0211, 0.1218, -0.0747, 0.0115, -0.0046, -0.0007, -0.0063, 0.0545, 0.0283, 0.0227, 0.0113, 0.2084, -0.2423, 0.0018, -0.0001, 0.0058, -0.0021, 0.0004, 0.0009, 0.0016, -0.0017, -0.0011, -0.0072, 0.0000, -0.0002, 0.0000, 0.0000, -0.0038, -0.0001, 0.0045]
}